C5H7N | the ωB97M-V functional and the def2-TZVPD basis

Its calculated total energy is -249.3245 a.u. The value obtained for the HOMO energy is -8.55 eV. Its orbital gap is 0.308 Ha.

```
! wB97M-V def2-TZVPD RIJCOSX def2/J DEFGRID3
* xyz 0 1
C -1.5140 -0.8634 0.2119
C -0.6542 -0.4361 -0.9080
C 1.1069 0.7331 0.2267
C 0.7982 -0.5642 -0.5774
C 0.2509 1.8857 -0.1068
N -0.4026 2.8219 -0.2920
H -1.0616 -1.0651 1.1993
H -2.4059 -0.2353 0.3073
H -1.8905 -1.8228 -0.1893
H 0.9862 0.5470 1.2982
H 2.1451 1.0309 0.0575
H 1.0546 -1.4174 0.0721
H 1.4242 -0.5936 -1.4743
*
```

=====

C8H6BrN2O | the ωB97M-V functional and the def2-TZVPD basis

Its calculated total energy is -3066.8965 a.u. The value obtained for the HOMO energy is -13.37 eV. Its orbital gap is 0.330 Ha.

```
! wB97M-V def2-TZVPD RIJCOSX def2/J DEFGRID3
* xyz 1 1
C -0.3630 1.1998 1.2934
C -0.8910 2.1734 0.4591
C -0.4438 0.2386 -0.7702
C -0.3377 -0.8030 -1.6144
C 0.0352 -1.9659 -1.1103
C 0.4008 -2.0805 0.2146
C 0.3211 -1.0478 1.1574
C 2.3713 0.8698 0.6209
N -0.1276 0.1139 0.5612
N -1.0932 1.4344 -0.7878
O 2.2801 0.4158 -0.3902
Br -1.2750 4.1086 1.1542
H -0.2248 1.0836 2.3315
H -0.7483 -0.6954 -2.6353
H 0.3448 -2.7308 -1.8064
H 0.7613 -3.0973 0.5978
H 0.4304 -1.1284 2.2504
H -1.4406 1.9110 -1.5257
*
```

=====

C5H4FN2O3 | the ωB97M-V functional and the def2-TZVPD basis

Its calculated total energy is -628.0530 a.u. Its SMILES is Cn1[nH]c(=O)c(F)c1C(=O)[O-]. The value obtained for the HOMO energy is -4.63 eV. Its orbital gap is 0.297 Ha.

```
! wB97M-V def2-TZVPD RIJCOSX def2/J DEFGRID3
* xyz -1 1
C -1.7954 -0.4490 -0.2392
N -0.5357 0.1687 -0.0575
N -0.3657 1.6187 -0.2202
C 0.9941 1.8365 0.0735
O 1.4410 2.9628 0.2036
C 1.6083 0.5327 0.1118
F 2.9741 0.3990 0.2488
C 0.6752 -0.4087 0.0340
C 0.8177 -1.9954 0.1096
O 0.4577 -2.5857 1.1378
O 1.2793 -2.4666 -0.9212
H -2.5178 -0.1044 0.5549
H -2.4208 -0.1874 -1.2445
H -1.5850 -1.4195 -0.0725
H -1.0270 2.0984 0.2812
*
```

=====

C29H32Cl2F5N7O5Sc | the ωB97M-V functional and the def2-TZVPD basis

Its calculated total energy is -4064.0355 a.u. The value obtained for the HOMO energy (spin up / spin down) is -9.99 / -9.99 eV. Its orbital gap (spin up / spin down) is 0.250 / 0.244 Ha.

```
! wB97M-V def2-TZVPD RIJCOSX def2/J DEFGRID3
* xyz 1 1
Sc -0.4552 0.2430 0.5457
N -3.6017 1.8895 -1.5261
C -3.8117 3.3457 -1.3674
C -4.8434 3.5737 -0.2641
C -4.3304 3.0266 1.0591
N -4.2275 1.5281 0.9174
C -3.0002 3.6693 1.4523
C -1.9303 3.8234 0.3608
N -0.9543 2.7044 0.3570
C -2.5153 4.0832 -1.0321
H -4.1095 1.5224 -2.3203
H -4.0055 1.3756 -0.0979
H -2.6257 1.6449 -1.6490
H -4.1996 3.7776 -2.2914
H -5.7932 3.0990 -0.5262
H -5.0315 4.6438 -0.1574
H -5.0453 3.2282 1.8532
H -5.1016 1.0693 1.1597
H -3.4562 1.1174 1.4745
H -2.5698 3.1394 2.3069
H -3.2543 4.6703 1.8043
H -1.3766 4.7260 0.6272
H -0.4369 2.7723 1.2321
H -0.2664 2.8998 -0.3685
H -1.7568 3.8659 -1.7895
H -2.7301 5.1512 -1.1101
N 0.5146 1.3206 3.0780
N -0.5676 0.9067 3.8701
C -1.7231 0.4347 3.2732
O -2.6079 -0.0768 3.9298
O -1.7822 0.6642 1.9801
H 1.2785 0.6555 3.1407
H 0.8402 2.2175 3.4196
H -0.3982 0.5964 4.8144
Cl 5.4711 -3.3518 -1.0097
C 3.9272 -3.5213 -1.7898
C 3.9347 -3.9054 -3.1206
C 2.7530 -4.1063 -3.8081
C 1.5524 -3.8701 -3.1595
C 1.5607 -3.4499 -1.8468
Cl 0.0202 -3.0091 -1.1243
C 2.7352 -3.3000 -1.0870
N 2.6378 -3.0276 0.2630
C 3.6063 -2.5213 1.1848
C 4.0610 -3.3674 2.1842
C 4.9660 -2.9219 3.1384
C 5.4298 -1.6184 3.0841
C 4.9542 -0.7633 2.0987
C 4.0285 -1.1900 1.1554
C 3.4492 -0.1890 0.1880
C 1.9962 0.1082 0.4292
O 1.4116 1.0900 -0.1262
O 1.2903 -0.6389 1.1884
H 4.8887 -4.0610 -3.6067
H 2.7651 -4.4333 -4.8387
H 0.6074 -3.9880 -3.6715
H 1.6959 -3.0181 0.6180
H 3.7135 -4.3931 2.1881
H 5.3172 -3.5965 3.9086
H 6.1511 -1.2627 3.8086
H 5.3034 0.2632 2.0662
H 3.5305 -0.5282 -0.8496
H 3.9765 0.7635 0.2475
F 0.9244 0.8297 -5.4690
C 0.3881 0.9673 -4.2489
C 1.0052 1.7183 -3.1524
F 0.4583 2.7413 -2.4846
C 0.8259 0.2916 -2.8885
F 1.8221 -0.5748 -2.6511
C -0.6050 -0.0155 -2.5185
O -1.0982 0.1809 -1.2901
C -1.1873 -0.7703 -3.6426
F -0.6527 -1.7776 -4.3223
C -1.0170 0.6464 -3.9552
F -2.0205 1.5115 -4.2112
C -1.9055 -3.9473 2.7509
C -1.5417 -2.7532 1.9918
N -1.2585 -1.8116 1.4090
H -2.8630 -4.3241 2.3958
H -1.9883 -3.6991 3.8072
H -1.1462 -4.7143 2.6105
*
```

=====

C3H5N3 | the ωB97M-V functional and the def2-TZVPD basis

Its calculated total energy is -281.4192 a.u. The value obtained for the HOMO energy (spin up / spin down) is -6.73 / -6.73 eV. Its orbital gap (spin up / spin down) is 0.275 / 0.275 Ha.

```
! wB97M-V def2-TZVPD RIJCOSX def2/J DEFGRID3
* xyz 0 1
C 0.9370 -0.4019 1.3457
N 0.1942 -0.2393 0.2513
C 0.5408 -0.4228 -1.1120
N -0.2783 0.1585 -1.9176
N -1.3036 0.7070 -1.1263
C -1.0542 0.2273 0.1701
H 0.4845 -0.0458 2.2589
H -1.0324 1.6497 -0.7007
H 1.8724 -0.9256 1.2903
H 1.4315 -0.9745 -1.3965
H -1.7918 0.2674 0.9367
*
```

=====

C12H20O10Tl | the ωB97M-V functional and the def2-TZVPD basis

Its calculated total energy is -1393.9321 a.u. The value obtained for the HOMO energy (spin up / spin down) is -7.65 / -6.85 eV. Its orbital gap (spin up / spin down) is 0.273 / 0.188 Ha.

```
! wB97M-V def2-TZVPD RIJCOSX def2/J DEFGRID3
* xyz 0 2
Tl -0.2016 -0.6931 -0.6844
C -3.0341 0.5334 3.4188
C -2.0117 0.3489 2.4521
C -0.5124 0.9359 2.7542
O 0.2685 0.8167 1.8632
C -0.3224 1.4530 4.0924
C -1.4126 1.6897 4.9362
C -2.7820 1.2103 4.5840
O -3.7885 1.3209 5.3859
O -1.0699 2.1407 6.1195
O -2.1769 -0.3295 1.3956
H -3.9937 0.1483 3.1067
H 0.6984 1.7279 4.3132
C 0.6530 3.2306 -0.9129
C -0.7938 3.1481 -1.2129
O -1.4325 1.9974 -0.7962
O 1.3966 1.9577 -1.1098
H 0.8083 3.5081 0.1297
H 1.1129 3.9976 -1.5360
H -1.0649 3.1538 -2.2686
H -1.2486 4.0299 -0.7616
H -2.3407 2.0758 -1.0971
H 2.3071 2.2579 -1.1601
C 1.0843 -3.5950 1.5303
C 1.5333 -3.9730 0.1547
O 0.6350 -3.5873 -0.8885
O 0.7089 -2.2140 1.6267
H 1.5981 -4.0864 2.3566
H 0.2332 -4.2716 1.6078
H 1.7111 -5.0422 0.0394
H 2.5936 -3.7355 0.0680
H 0.8836 -4.2322 -1.5548
H 0.4402 -2.0676 2.5367
C 0.7865 0.4242 -4.1758
C 1.5899 -0.8756 -4.1094
O 1.4666 -1.5850 -2.8741
O -0.4789 0.2362 -3.6266
H 0.6659 0.7300 -5.2151
H 1.2923 1.2630 -3.6975
H 2.5833 -0.6884 -4.5172
H 1.1047 -1.4537 -4.8958
H 1.7371 -2.4364 -3.2256
H -1.2269 0.5309 -4.1513
*
```

=====

C34H36IrN3PS5Sb | the ωB97M-V functional and the def2-TZVPD basis

Its calculated total energy is -4158.3165 a.u. The value obtained for the HOMO energy (spin up / spin down) is -6.34 / -6.85 eV. Its orbital gap (spin up / spin down) is 0.245 / 0.223 Ha.

```
! wB97M-V def2-TZVPD RIJCOSX def2/J DEFGRID3
* xyz 0 5
Ir -0.8977 0.0614 0.2847
S 4.1826 0.6886 5.5341
C 3.0692 0.4276 4.3555
S 3.3188 0.8256 2.6915
C 1.7354 0.3734 2.1069
C 0.8724 -0.1193 3.0230
S -0.7522 -0.6307 2.6991
S 1.5020 -0.2494 4.6472
S 1.3473 0.6263 0.4314
C -2.6688 -3.7959 1.9801
C -2.4140 -3.9211 0.4796
Sb -0.8331 -2.6284 -0.1806
C -0.5384 -3.3973 -2.1640
C -1.7883 -3.2555 -3.0302
C 0.8326 -3.5070 0.8365
C 0.8734 -5.0305 0.8103
H -3.4722 -4.4639 2.2965
H -2.9527 -2.7783 2.2515
H -1.7799 -4.0446 2.5628
H -3.3041 -3.6541 -0.0917
H -2.1405 -4.9411 0.2013
H -0.2327 -4.4411 -2.0785
H 0.2974 -2.8385 -2.5877
H -2.6276 -3.8155 -2.6136
H -1.6134 -3.6326 -4.0398
H -2.0964 -2.2125 -3.1177
H 0.7821 -3.1186 1.8544
H 1.7229 -3.0708 0.3779
H -0.0062 -5.4635 1.2903
H 1.7504 -5.4032 1.3429
H 0.9206 -5.4206 -0.2078
N 0.6496 1.1506 -4.0333
C 0.7581 0.5175 -2.8342
N -0.3944 0.1949 -2.3207
C -1.3414 0.6618 -3.2262
C -2.7329 0.6378 -3.1593
C -3.4335 1.2446 -4.1837
C -2.7740 1.8612 -5.2591
C -1.3951 1.8858 -5.3429
C -0.6968 1.2750 -4.3069
H 1.4144 1.5093 -4.5768
H 1.7130 0.3203 -2.3711
H -3.2290 0.1945 -2.3042
H -4.5147 1.2658 -4.1490
H -3.3604 2.3295 -6.0384
H -0.8889 2.3631 -6.1718
N -2.5024 1.1089 0.1092
P -2.6756 2.6732 0.0334
C -2.8270 3.4294 1.6704
C -2.4135 2.6855 2.7725
C -2.4497 3.2512 4.0403
C -2.9037 4.5513 4.2092
C -3.3281 5.2898 3.1107
C -3.2894 4.7322 1.8427
C -1.2837 3.5143 -0.7571
C -1.2222 3.6827 -2.1399
C -0.0647 4.1782 -2.7240
C 1.0370 4.4878 -1.9381
C 0.9846 4.3050 -0.5630
C -0.1731 3.8223 0.0263
C -4.1703 3.1184 -0.8851
C -4.3519 4.3469 -1.5165
C -5.5352 4.6142 -2.1900
C -6.5447 3.6615 -2.2281
C -6.3718 2.4392 -1.5926
C -5.1862 2.1664 -0.9261
H -2.0677 1.6665 2.6384
H -2.1209 2.6709 4.8924
H -2.9315 4.9913 5.1976
H -3.6898 6.3011 3.2434
H -3.6241 5.3130 0.9919
H -2.0694 3.4229 -2.7644
H -0.0277 4.3196 -3.7975
H 1.9383 4.8737 -2.3975
H 1.8458 4.5314 0.0513
H -0.2096 3.6721 1.0988
H -3.5652 5.0911 -1.4998
H -5.6681 5.5673 -2.6850
H -7.4673 3.8730 -2.7530
H -7.1590 1.6968 -1.6185
H -5.0292 1.2127 -0.4374
*
```

=====

C17H27Cl2HfN5S3 | the ωB97M-V functional and the def2-TZVPD basis

Its calculated total energy is -3100.8162 a.u. The value obtained for the HOMO energy is -6.94 eV. Its orbital gap is 0.259 Ha.

```
! wB97M-V def2-TZVPD RIJCOSX def2/J DEFGRID3
* xyz 0 1
Hf -0.6885 0.5404 -0.3228
C 3.2872 -0.3254 -0.1082
C 2.4248 -1.2281 0.8195
N 0.9398 -1.1772 0.7572
C 0.4341 -2.5147 0.5073
C -1.0508 -2.5122 0.6880
N -1.7101 -1.6407 -0.3003
C -2.1351 -2.3838 -1.5164
C -1.7283 -2.0006 -2.9480
C -0.2761 -1.7119 -3.0676
N 0.0164 -0.3654 -2.5810
C 1.4355 -0.0508 -2.8812
C 1.8434 1.2674 -2.3024
N 1.6371 1.3682 -0.8585
C 2.7673 1.1526 0.0120
H 3.4101 -0.6725 -1.1378
H 4.2492 -0.4233 0.3979
H 2.6964 -0.9730 1.8553
H 2.6759 -2.2735 0.7075
H 0.6373 -0.9300 1.6425
H 0.9219 -3.2394 1.1848
H 0.6244 -2.8254 -0.5716
H -1.2906 -2.1231 1.7094
H -1.3206 -3.5794 0.5585
H -2.5932 -1.3907 0.1266
H -3.2231 -2.3776 -1.5301
H -1.9401 -3.4649 -1.4258
H -2.3450 -1.1192 -3.2566
H -2.0369 -2.8322 -3.5392
H 0.1094 -1.8278 -4.0537
H 0.4198 -2.3084 -2.4708
H -0.5469 0.2791 -3.1168
H 1.4570 0.0552 -3.9755
H 1.9851 -0.8930 -2.4587
H 1.1658 1.9753 -2.8151
H 2.8140 1.6061 -2.6120
H 1.4851 2.3317 -0.6648
H 2.5647 1.4317 1.0219
H 3.5940 1.7957 -0.3323
S -2.4557 3.2356 -3.5856
C -2.0743 2.4155 -2.2339
S -0.9673 3.0083 -1.0602
S -2.8007 0.8831 -1.7315
Cl -3.1445 -0.1814 3.4105
C -2.0386 1.0961 3.7119
C -2.1705 1.7781 4.9626
C -1.3239 2.8479 5.2338
C -0.3770 3.2580 4.3233
C -0.2380 2.5748 3.1120
Cl 0.9319 3.3401 2.0405
C -1.0567 1.4349 2.7389
N -1.0012 0.8273 1.5224
H -2.8514 1.4028 5.6931
H -1.4760 3.4106 6.2054
H 0.3334 4.0294 4.5156
*
```